1.
Computed, not measured: a structure of composition C22H11BeBrCl2F4O6P, with ωB97M-V/def2-TZVPD.

Each line ends with the natural charge from an NBO analysis.
Atoms and positions in Å:
1 H -0.41302 -4.46346 1.74314  0.2063
2 O 2.39848 -1.35612 -4.43870  -0.6176
3 O -1.62144 0.74389 -2.38988  -0.9587
4 H -3.69596 -1.80920 2.45222  0.2118
5 O 0.66360 -0.72484 -3.20041  -0.9368
6 H -0.43488 2.57652 -1.20677  0.2480
7 H 0.81833 -2.64109 0.64516  0.2008
8 H -2.46199 0.01787 1.37435  0.2320
9 Cl 0.91248 0.50846 -6.50219  -0.0293
10 F 3.66124 -0.96435 3.88534  -0.2921
11 H -1.08171 4.81456 -0.38237  0.2105
12 C 4.50949 -0.01962 1.91146  0.2828
13 C -2.78984 -1.20372 -1.69365  0.6665
14 C -0.15690 -2.44701 1.08008  -0.1348
15 C -1.17017 4.20271 1.67165  -0.2051
16 H -1.19763 3.29521 3.62098  0.2068
17 H 0.67009 -1.80546 -6.22396  0.2331
18 C -1.98741 -0.94928 1.49222  -0.2115
19 Be -0.72406 -0.54579 -2.55371  1.6958
20 F 5.31735 0.98709 -0.02507  -0.2936
21 C -2.12137 -3.24318 2.20734  -0.2130
22 C -0.55875 2.75067 -0.14518  -0.2080
23 O -1.63827 -1.71890 -2.05719  -0.9549
24 C 2.16100 -0.38967 2.15316  0.3937
25 P 0.21482 0.09774 0.05959  0.8426
26 C -0.94496 4.00204 0.31957  -0.2010
27 H -2.67147 -4.04899 2.67654  0.2054
28 H -1.48105 5.17530 2.03276  0.2053
29 C -2.69098 -1.98714 2.09227  -0.1822
30 C -1.00799 3.14887 2.56476  -0.2264
31 C -2.72933 0.36758 -1.78561  0.6605
32 C 0.41410 -0.95503 -5.60483  -0.3098
33 C -0.60942 1.90460 2.10448  -0.2211
34 Cl -1.33898 -0.96661 -5.37294  -0.0074
35 C -0.37977 1.69674 0.74340  -0.2601
36 Br 2.78413 1.39352 -1.52801  0.1467
37 C -0.85141 -3.47502 1.68886  -0.2264
38 C 2.98556 0.57881 0.15598  -0.1243
39 F 1.18770 -0.79066 2.98355  -0.3088
40 O -3.57737 1.09253 -1.33174  -0.6051
41 C 4.27078 0.52327 0.66277  0.2952
42 H -0.48239 1.09033 2.80754  0.2207
43 O -3.77063 -1.80245 -1.33488  -0.6022
44 C 1.23938 -1.03311 -4.30116  0.7710
45 C -0.70503 -1.16593 1.00709  -0.3656
46 C 1.88807 0.09619 0.88329  -0.4025
47 C 3.44653 -0.46999 2.66224  0.2519
48 F 5.75104 -0.08788 2.39644  -0.2895

Forces on atoms 1 to 3 (eV/Å):
0.0039 -0.0011 0.0051
0.0396 -0.0831 -0.0141
0.0969 -0.1072 0.0256

For the frontier orbital gap, the calculation gives 8.418 eV. As for the highest occupied orbital energy: -6.1 eV. The LUMO energy is 0.083 Ha. The multiplicity is 1. The net charge is -1.

***

2.
Computed, not measured: a structure of composition C22H12BrCl2F4N9O2PTl, with ωB97M-V/def2-TZVPD.

Each line ends with the Mulliken charge.
Atoms and positions in Å:
1 N -0.47557 -1.27462 -4.29333  -0.3045
2 H -2.80376 0.46468 1.91538  0.3975
3 N 2.76266 -0.07220 -3.73906  -0.1356
4 P -0.25086 -0.24060 0.59536  0.4447
5 N 3.89625 1.46859 -0.87131  -0.6426
6 C -2.22040 -2.97913 2.83804  0.3264
7 C 0.03413 2.30716 1.50597  -0.3880
8 F -2.39323 -3.17580 4.13732  -0.2833
9 C -3.17086 1.97352 -2.32256  -0.0328
10 C -2.78325 -3.84871 1.92367  0.5048
11 H 1.67879 -1.77297 -0.81308  0.3466
12 H 3.59442 -0.41534 -4.19265  0.2613
13 H -4.11834 2.46481 -2.50200  0.4361
14 Cl -3.46393 0.58259 -1.23387  -0.0592
15 C 1.43254 -0.67450 1.03350  0.5508
16 C -1.46900 -1.91350 2.37667  -0.1318
17 H 3.83871 -0.21959 3.35436  0.4240
18 C -0.82369 1.20508 1.48751  0.5689
19 C -1.72116 3.61560 2.49503  -0.6387
20 C -2.13035 1.31226 1.95491  -0.8907
21 Br -1.56537 -2.46928 -1.74974  0.0035
22 C -1.28094 -1.67107 1.01927  0.4126
23 N 4.14808 0.77244 -2.00198  -0.4772
24 H 1.03476 2.23726 1.09041  0.3444
25 N 1.51934 -1.55638 -5.09727  -0.5130
26 F -0.91008 -1.12091 3.29184  -0.3593
27 N 0.37055 -0.45317 -3.60685  0.4156
28 C -0.42145 3.50826 2.02159  -0.6961
29 C -2.57733 -3.65023 0.56695  0.3378
30 H -2.07769 4.56293 2.87705  0.3942
31 Cl -2.53639 1.37900 -3.86317  -0.0700
32 C 3.47240 -1.75132 0.35377  -0.6754
33 C 2.03219 -0.24396 2.21096  -0.3468
34 N 2.64599 1.69895 -0.74024  -0.0027
35 O -2.62104 3.97084 -1.20112  -0.6081
36 H -3.58990 2.61280 2.82228  0.4323
37 H 5.11975 -1.52881 1.70370  0.3972
38 Tl -0.13167 0.59646 -1.81804  1.7967
39 C -2.57391 2.52190 2.46255  -0.7177
40 C 3.35899 -0.56595 2.44881  -0.7190
41 C 4.07679 -1.30621 1.52271  -0.4939
42 H 0.23319 4.36890 2.02891  0.4546
43 F -3.11086 -4.52347 -0.27916  -0.3139
44 O -0.95188 2.53729 -1.54555  -0.5786
45 N 2.00394 1.17130 -1.81850  -0.0144
46 C -2.18782 2.92868 -1.62466  0.3980
47 C -1.82991 -2.58002 0.10748  -0.0965
48 H 1.47730 0.35369 2.92212  0.4101
49 C 1.59227 -0.67229 -4.12450  0.5385
50 H 4.03815 -2.31667 -0.37371  0.4289
51 C 2.14836 -1.43634 0.10684  -0.3583
52 C 2.96490 0.59838 -2.55065  0.4183
53 N 0.21548 -1.90370 -5.15878  -0.6216
54 F -3.49927 -4.87662 2.34689  -0.2738

Forces on atoms 1 to 3 (eV/Å):
-0.0375 0.0385 0.1256
0.0013 0.0136 -0.0017
0.0475 0.0454 0.0395

For the frontier orbital gap, the calculation gives 7.583 eV. As for the highest occupied orbital energy: -8.8 eV. The calculation puts the energy relative to the best compared isomer or geometry (same formula, charge and spin) at 0.00 kJ/mol. The LUMO energy is -0.046 Ha. The multiplicity is 1.